{
  "formula": "C3H15N2O2",
  "method": "wB97M-V/def2-TZVPD",
  "e_homo_ev": -13.4,
  "charge": 1,
  "largest_force_ev_per_a": 3.84,
  "relative_energy_kj_mol": 992.1,
  "elements": ["C", "N", "C", "N", "C", "H", "H", "H", "H", "H", "H", "H", "H", "H", "H", "H", "H", "H", "O", "H", "H", "O"],
  "coordinates": [[-0.537, -1.154, 0.928], [0.667, -1.774, 0.561], [-1.378, -1.111, -0.368], [-0.883, -0.142, -1.301], [-1.386, 1.181, -1.148], [-1.102, -1.668, 1.670], [-0.409, -0.169, 1.373], [1.121, -2.402, 1.234], [0.772, -1.423, -0.495], [-1.354, -2.186, -0.641], [-2.489, -0.956, -0.220], [0.122, 0.001, -1.463], [2.024, -0.216, 1.546], [-1.659, 1.431, -0.127], [-0.744, 1.954, -1.508], [-2.281, 1.310, -1.742], [1.343, 1.545, 0.332], [2.620, 0.774, -1.264], [1.701, 0.653, -0.921], [1.607, 0.011, 0.634], [1.424, 2.357, 1.786], [0.820, 1.983, 1.133]],
  "forces_ev_per_a": [[-0.75, -0.13, 1.16], [-0.47, 2.78, -1.20], [-2.03, -0.56, -1.33], [0.47, -0.03, 1.06], [-1.10, 0.47, -0.23], [-0.10, -0.92, 0.76], [-0.05, 0.83, -0.56], [0.17, -0.14, -1.29], [1.83, -1.77, 2.87], [0.15, 0.84, -0.83], [1.34, 0.30, 0.35], [0.24, -0.94, -0.29], [-1.14, 0.12, -2.32], [-0.07, -0.15, 0.56], [0.96, 0.09, -0.23], [-0.64, -0.07, -0.13], [-0.73, 1.56, 1.02], [-0.87, -0.38, 0.70], [0.47, -0.28, 0.58], [1.83, -0.30, 0.48], [0.14, 0.04, -0.23], [0.37, -1.36, -0.92]]
}